(1)
DFT (ωB97M-V with the def2-TZVPD basis set) results for C19H21N5O6S in the gas phase at a distorted geometry.

Element x y z (Å)
C  -1.556  -2.129  1.483
O  -0.540  -1.205  1.798
C  -0.876  -0.090  2.498
C  -2.176  0.275  2.829
C  -2.426  1.467  3.485
C  -1.391  2.317  3.823
C  -0.092  1.960  3.514
C  0.174  0.762  2.871
N  1.514  0.434  2.555
C  2.113  -0.755  2.788
O  1.632  -1.692  3.376
C  3.542  -0.800  2.207
O  3.588  -0.320  0.859
N  2.958  -1.166  0.000
N  3.477  -2.342  -0.337
N  2.676  -2.975  -1.085
C  1.549  -2.228  -1.262
C  0.348  -2.496  -1.922
C  -0.642  -1.546  -1.830
C  -0.430  -0.342  -1.149
S  -1.789  0.817  -0.967
O  -1.429  1.749  0.060
O  -2.990  0.047  -0.832
N  -1.934  1.696  -2.363
C  -0.932  2.699  -2.637
C  0.130  2.158  -3.600
O  -0.469  1.663  -4.777
C  -1.370  0.613  -4.497
C  -2.482  1.076  -3.547
C  0.743  -0.034  -0.508
C  1.723  -1.016  -0.547
H  -2.044  -2.501  2.389
H  -2.300  -1.690  0.810
H  -1.051  -2.955  0.983
H  -3.004  -0.353  2.545
H  -3.445  1.734  3.720
H  -1.589  3.253  4.322
H  0.731  2.611  3.771
H  2.087  1.185  2.195
H  3.924  -1.824  2.262
H  4.205  -0.132  2.760
H  0.206  -3.426  -2.449
H  -1.618  -1.719  -2.255
H  -0.500  2.996  -1.682
H  -1.428  3.562  -3.094
H  0.807  2.952  -3.917
H  0.708  1.358  -3.110
H  -1.788  0.312  -5.459
H  -0.822  -0.234  -4.057
H  -3.106  0.245  -3.220
H  -3.108  1.817  -4.057
H  0.845  0.899  0.020

E_HOMO	-8.380	eV
spin multiplicity	1
maximum force	1.6	eV/A
Kohn-Sham gap	8.267	eV

(2)
DFT (ωB97M-V with the def2-TZVPD basis set) results for a molecular structure, C19H21N7O8S4Ti.

Element x y z (Å)
Ti  0.968  0.824  0.527
S  -3.223  2.528  1.320
S  -1.706  3.856  0.960
S  -0.329  3.887  2.453
S  1.019  2.274  2.501
O  6.165  -2.978  3.632
C  5.051  -2.842  4.170
O  4.594  -3.332  5.222
C  4.062  -1.925  3.402
C  2.784  -1.690  3.895
C  1.909  -0.886  3.190
N  2.234  -0.308  2.030
C  3.478  -0.508  1.568
C  4.407  -1.301  2.210
C  3.776  0.235  0.291
O  4.817  0.093  -0.310
O  2.802  1.030  -0.052
H  2.498  -2.145  4.832
H  0.921  -0.677  3.573
H  5.392  -1.433  1.787
N  -0.931  0.910  -0.525
C  -0.688  1.531  -1.829
C  -1.977  1.971  -2.515
C  -1.810  2.452  -3.957
C  -1.041  1.477  -4.845
N  -1.620  0.139  -4.829
C  -1.025  -0.931  -4.208
N  0.230  -1.155  -4.068
N  -1.935  -1.869  -3.726
C  0.324  2.653  -1.578
O  0.541  3.514  -2.409
O  0.905  2.541  -0.423
H  -1.326  -0.017  -0.649
H  -1.606  1.469  0.021
H  -0.160  0.786  -2.430
H  -2.440  2.757  -1.915
H  -2.671  1.122  -2.482
H  -1.273  3.399  -3.961
H  -2.803  2.629  -4.387
H  -0.009  1.410  -4.502
H  -1.007  1.855  -5.870
H  -2.627  0.109  -4.840
H  0.800  -0.475  -4.557
H  0.482  -1.529  -2.092
H  -2.694  -1.470  -3.191
H  -1.461  -2.598  -3.213
N  -4.509  -3.033  4.434
C  -3.699  -2.429  3.888
C  -2.680  -1.683  3.196
C  -2.427  -0.363  3.516
C  -1.436  0.313  2.818
N  -0.707  -0.251  1.855
C  -0.969  -1.532  1.546
C  -1.934  -2.282  2.184
H  -2.997  0.159  4.270
H  -1.211  1.341  3.054
H  -0.362  -1.978  0.771
H  -2.091  -3.315  1.907
O  1.128  -0.836  -0.467
O  0.096  -1.491  -1.193

E_HOMO	-2.259	eV
energy above the lowest of the compared OMol25 structures with the same formula, charge and spin	112.1	kJ/mol
spin multiplicity	1
maximum force	1.0	eV/A
Kohn-Sham gap	5.685	eV
net charge	-2

(3)
DFT (ωB97M-V with the def2-TZVPD basis set) results for C19H21NO in the gas phase at a distorted geometry.

Element x y z (Å)
O  0.925  2.814  1.665
C  1.267  2.257  0.521
C  2.538  2.413  -0.195
C  3.350  1.251  0.363
C  2.986  -0.144  0.010
C  2.570  -0.351  -1.397
C  2.090  -1.769  -1.751
C  2.122  -2.661  -0.604
C  2.482  -2.492  0.630
C  2.887  -1.141  0.936
N  0.370  1.599  -0.160
C  -1.138  1.167  0.152
C  -2.081  2.160  -0.625
C  -3.523  1.497  -0.497
C  -3.835  0.299  -0.816
C  -2.764  -0.453  -0.002
C  -2.915  -2.056  0.140
C  -2.098  -2.805  0.694
C  -0.889  -2.272  1.159
C  -0.697  -1.075  1.280
C  -1.564  -0.207  0.505
H  2.319  2.184  -1.267
H  2.918  3.519  0.058
H  4.466  1.379  -0.093
H  3.460  1.451  1.565
H  2.493  0.394  -2.051
H  1.793  -1.956  -2.611
H  1.752  -3.683  -0.576
H  2.528  -3.102  1.264
H  3.271  -0.615  1.973
H  0.538  0.986  -0.998
H  -1.215  1.994  1.049
H  -1.854  1.782  -1.817
H  -2.033  3.117  -0.430
H  -3.738  1.691  0.722
H  -4.264  2.231  -0.903
H  -3.532  0.167  -1.860
H  -4.761  -0.082  -0.313
H  -3.927  -2.427  -0.315
H  -2.376  -3.786  1.068
H  -0.163  -2.804  1.856
H  0.243  -0.471  1.673

E_HOMO	-8.636	eV
energy above the lowest of the compared OMol25 structures with the same formula, charge and spin	1294.5	kJ/mol
spin multiplicity	1
maximum force	17.2	eV/A
Kohn-Sham gap	9.165	eV